DFT (ωB97M-V/def2-TZVPD) results for 2 unconnected molecules or ions with the total composition C2H5S at a distorted geometry.

Last column: Mulliken spin population.
Element x y z (Å)
S1 -0.103 -1.809 -2.266  0.019
H1 0.247 -2.140 -3.534  0.003
C1 -0.351 1.102 1.375  0.404
C2 0.357 0.405 0.369  0.495
H2 -1.426 1.190 1.560  0.043
H3 0.150 1.452 2.289  0.012
H4 1.283 -0.092 0.665  0.048
H5 -0.157 -0.108 -0.458  -0.023

Output
Multiplicity: 2
Molar mass (g mol⁻¹): 61.13
E_HOMO (spin up / spin down) (eV): 4.60 / 0.85
Largest force on an atom (hartree/bohr): 0.029
Kohn-Sham gap (spin up / spin down) (eV): 2.60 / 6.30
E_LUMO (spin up / spin down) (eV): 7.20 / 7.15
Total charge: -2
<S²>: 0.75
Relative energy (zero: lowest compared OMol25 entry of this formula, charge and spin) (eV): 1.106
E (Eh): -477.18668



DFT (ωB97M-V/def2-TZVPD) results for a gas-phase ion, C2H6Br2N (charge +1) at a distorted geometry.

Last column: natural (NBO) charge in e.
Element x y z (Å)
C1 -0.322 1.198 -0.650  -0.698
C2 -0.197 -0.316 -0.171  0.021
N1 0.718 -0.650 1.027  -0.765
Br1 0.540 -1.358 -1.728  0.129
Br2 -1.993 -1.177 0.401  0.102
H1 -0.880 1.159 -1.682  0.285
H2 -0.991 1.854 -0.048  0.270
H3 0.660 1.544 -0.890  0.248
H4 1.240 0.200 1.350  0.472
H5 1.133 -1.552 0.662  0.486
H6 0.092 -0.904 1.729  0.450

Output
Molar mass (g mol⁻¹): 203.89
E_HOMO (eV): -14.92
Largest force on an atom (hartree/bohr): 0.062
SMILES string: CC([NH3+])(Br)Br
Kohn-Sham gap (eV): 10.31
E_LUMO (eV): -4.62
Total charge: +1
Relative energy (zero: lowest compared OMol25 entry of this formula, charge and spin) (eV): 0.606
E (Eh): -5282.28080



DFT (ωB97M-V/def2-TZVPD) results for a molecular structure, C2H6Br2Si at a distorted geometry.

Last column: natural (NBO) charge in e.
Element x y z (Å)
C1 1.590 0.004 -0.449  -0.474
C2 -0.010 -0.669 0.348  -0.702
Si1 -1.553 0.538 0.272  0.812
Br1 2.021 1.827 -0.352  0.073
Br2 -0.235 -2.366 -0.652  -0.001
H1 2.279 -0.699 0.059  0.216
H2 1.475 -0.361 -1.434  0.210
H3 0.512 -1.059 1.266  0.250
H4 -1.867 1.195 1.719  -0.135
H5 -2.824 -0.220 -0.149  -0.129
H6 -1.389 1.811 -0.628  -0.122

Output
Molar mass (g mol⁻¹): 217.96
E_HOMO (eV): -9.78
Largest force on an atom (hartree/bohr): 0.085
Kohn-Sham gap (eV): 10.33
E_LUMO (eV): 0.55
Total charge: 0
Relative energy (zero: lowest compared OMol25 entry of this formula, charge and spin) (eV): 3.582
E (Eh): -5517.23455



DFT (ωB97M-V/def2-TZVPD) results for 2 unconnected molecules or ions with the total composition C2H6Br2Si at a distorted geometry.

Last column: natural (NBO) charge in e.
Element x y z (Å)
C1 -0.968 -0.041 1.505  -1.157
C2 1.173 -0.536 -1.136  -0.988
Si1 -0.259 0.383 -0.204  1.299
Br1 2.392 -1.558 0.057  0.018
Br2 0.628 2.374 -0.093  -0.306
H1 -0.221 0.426 2.176  0.255
H2 -1.853 0.592 1.508  0.260
H3 -0.974 -1.017 1.994  0.275
H4 1.742 0.233 -1.796  0.265
H5 0.734 -1.142 -1.996  0.259
H6 -2.394 0.286 -2.014  -0.181

Output
Molar mass (g mol⁻¹): 217.96
E_HOMO (spin up / spin down) (eV): -9.80 / -8.16
Largest force on an atom (hartree/bohr): 0.043
Kohn-Sham gap (spin up / spin down) (eV): 8.80 / 7.40
E_LUMO (spin up / spin down) (eV): -0.99 / -0.76
Total charge: 0
Relative energy (zero: lowest compared OMol25 entry of this formula, charge and spin) (eV): 3.926
E (Eh): -5517.22194



DFT (ωB97M-V/def2-TZVPD) results for a gas-phase ion, C2H6BrN2O (charge +1) at a distorted geometry.

Last column: natural (NBO) charge in e.
Element x y z (Å)
N1 -1.624 -0.679 0.125  -0.732
C1 -0.693 0.504 -0.083  -0.337
C2 0.760 -0.151 -0.054  0.668
O1 0.767 -1.354 -0.061  -0.571
N2 1.870 0.726 0.117  -0.695
Br1 3.652 0.070 0.146  0.309
H1 -1.749 -0.837 1.124  0.454
H2 -0.952 -1.461 -0.375  0.496
H3 -2.585 -0.658 -0.388  0.468
H4 -0.540 1.337 0.747  0.280
H5 -0.750 0.881 -1.059  0.250
H6 1.846 1.621 -0.240  0.410

Output
Molar mass (g mol⁻¹): 153.99
E_HOMO (eV): -13.81
Largest force on an atom (hartree/bohr): 0.088
SMILES string: [NH3+]CC(=O)NBr
Kohn-Sham gap (eV): 9.98
E_LUMO (eV): -3.83
Total charge: +1
Relative energy (zero: lowest compared OMol25 entry of this formula, charge and spin) (eV): 1.112
E (Eh): -2838.26329



DFT (ωB97M-V/def2-TZVPD) results for 2 unconnected molecules or ions with the total composition C2H6BrOS at a distorted geometry.

Last column: natural (NBO) charge in e.
Element x y z (Å)
C1 -0.822 1.011 -0.638  -0.849
C2 0.173 -1.339 0.548  -0.654
O1 1.076 1.192 2.231  -0.228
S1 0.714 0.398 -0.020  0.837
Br1 2.076 0.054 -1.641  0.169
H1 -0.924 2.015 -1.081  0.314
H2 -1.453 1.142 0.313  0.313
H3 -1.115 0.434 -1.564  0.291
H4 -0.625 -1.066 1.341  0.290
H5 1.019 -1.926 0.757  0.272
H6 -0.119 -1.914 -0.246  0.245

Output
Molar mass (g mol⁻¹): 158.04
E_HOMO (spin up / spin down) (eV): -15.89 / -15.88
Largest force on an atom (hartree/bohr): 0.070
Kohn-Sham gap (spin up / spin down) (eV): 8.18 / 8.18
E_LUMO (spin up / spin down) (eV): -7.71 / -7.70
Total charge: +1
Relative energy (zero: lowest compared OMol25 entry of this formula, charge and spin) (eV): 5.622
E (Eh): -3126.69137